This record from the OMol25 dataset describes 4 unconnected molecules or ions with the total composition C8H16Br8 in a non-equilibrium geometry. The level of theory is wB97M-V/def2-TZVPD.

```
32
C8H16Br8 | the OMol25 dataset | wB97M-V/def2-TZVPD
Br -4.439 5.529 -5.838
C -4.917 4.510 -4.271
C -3.756 4.748 -3.312
Br -4.218 3.954 -1.515
H -4.985 3.486 -4.638
H -5.897 4.815 -3.906
H -3.604 5.785 -3.012
H -2.802 4.324 -3.626
Br 1.393 2.912 -0.678
C 0.978 3.040 1.233
C 2.178 2.661 2.118
Br 1.725 2.975 4.022
H 0.223 2.315 1.537
H 0.733 4.077 1.462
H 3.011 3.313 1.852
H 2.479 1.627 1.952
Br 2.457 -3.704 3.298
C 3.902 -4.845 4.056
C 3.452 -5.719 5.231
Br 5.076 -6.532 6.092
H 4.649 -4.256 4.588
H 4.407 -5.511 3.356
H 3.004 -6.638 4.853
H 2.859 -5.326 6.056
Br 1.317 -2.906 -2.534
C -0.565 -2.348 -1.993
C -1.428 -1.774 -3.128
Br -2.254 -3.327 -4.095
H -0.590 -1.607 -1.193
H -1.064 -3.198 -1.528
H -1.024 -1.027 -3.811
H -2.301 -1.354 -2.629
```

Properties
Electronic energy: -568894.7609 eV
ΔE to the lowest compared entry with this formula, charge and spin: 32.87 kcal per mole
SMILES string: BrCCBr.BrCCBr.BrCCBr.BrCCBr



This record from the OMol25 dataset describes 2 unconnected molecules or ions with the total composition C8H16BrClO7S2 in a non-equilibrium geometry. The level of theory is wB97M-V/def2-TZVPD.

```
35
C8H16BrClO7S2 | the OMol25 dataset | wB97M-V/def2-TZVPD
O 1.729 -2.657 3.209
S 2.133 -3.485 2.040
O 3.380 -2.736 1.225
C 3.744 -1.446 1.765
C 4.525 -0.693 0.611
C 4.176 0.833 0.772
Cl 2.753 1.217 -0.316
O 0.894 -3.433 0.900
C 0.463 -2.094 0.611
C -0.806 -1.678 1.448
C -0.691 -0.150 1.757
Br -0.845 0.835 0.025
H 2.885 -0.803 2.016
H 4.446 -1.602 2.603
H 5.608 -0.890 0.633
H 4.038 -1.022 -0.327
H 5.026 1.453 0.448
H 3.850 1.080 1.800
H 1.241 -1.318 0.740
H 0.172 -2.065 -0.459
H -1.683 -1.796 0.789
H -0.829 -2.293 2.362
H -1.429 0.202 2.495
H 0.311 0.121 2.146
C -3.067 2.677 -2.825
C -3.871 2.400 -1.569
O -5.225 2.283 -2.018
S -5.238 1.652 -3.505
O -5.482 0.249 -3.402
O -6.010 2.503 -4.349
O -3.671 1.867 -3.838
H -3.152 3.723 -3.128
H -2.016 2.418 -2.709
H -3.780 3.196 -0.833
H -3.580 1.450 -1.115
```

Properties
Electronic energy: -127121.0951 eV



Calculated frontier orbital gap (eV), listed in the same order as above: 10.34; 10.82